Entry from OMol25: a molecular structure, C46H60As2N3O2PSW (ωB97M-V/def2-TZVPD).

For the energy above the lowest of the compared OMol25 structures with the same formula, charge and spin, the calculation gives 0.0 kcal per mole. The calculation puts the electronic energy at -7381.2361 Eh. The value obtained for the HOMO energy (alpha / beta) is -11.68 / -13.12 eV. Its charge is +2. Its HOMO-LUMO gap (alpha / beta) is 5.625 / 7.236 eV. As for the lowest unoccupied orbital energy (alpha / beta): -0.2227 / -0.2161 Eh. As for the multiplicity: 3.

```
116
Properties=species:S:1:pos:R:3:forces:R:3
W -0.018360 -0.202284 0.126253 1.045 9.313 2.182
As 0.084600 -0.195931 2.829375 -0.113 -2.185 1.458
As 2.577482 0.086513 0.507905 3.304 -1.303 0.476
S -2.478417 0.320959 -1.141151 -0.863 0.381 -0.260
P -0.173242 3.283576 0.104979 -0.176 0.497 0.121
O -0.782898 -1.850388 0.637946 -1.425 -3.665 -0.613
O -0.198958 -1.387061 -1.394476 -0.644 -2.902 -1.613
N -5.033003 -0.297255 -0.945857 -0.362 0.177 -0.194
N -3.892003 -1.395109 -2.596463 -0.161 -0.043 -0.195
N -0.065115 1.656509 0.191155 -0.367 -1.013 -0.916
C 0.835191 1.493699 5.091583 0.065 0.011 0.096
C 6.677865 1.180293 -0.167361 0.014 0.009 0.018
C -0.033244 5.244205 -1.980311 -0.009 0.042 0.160
C 2.608154 -3.449268 -1.887062 -0.042 -0.073 0.056
C 1.762381 0.757592 7.181583 -0.021 -0.016 0.005
C 5.334497 -1.191654 0.390015 0.076 -0.250 0.127
C -1.897750 -1.348275 4.713036 0.129 0.022 -0.064
C -1.623394 3.879817 1.145806 -0.038 -0.120 -0.032
C -0.668797 -3.716687 -0.869348 -0.221 -0.471 -0.161
C -0.382401 3.775603 -1.707316 -0.039 -0.326 -0.024
C -3.897690 -0.494158 -1.616930 0.586 -0.433 0.431
C 4.649680 0.007048 0.365259 -0.862 1.031 -0.349
C 1.836344 3.232646 2.057400 -0.086 0.186 0.050
C -0.574775 -2.320344 -0.586864 -0.037 -0.061 0.294
C 1.273241 5.519684 1.154527 -0.094 0.018 -0.156
C 2.525648 -1.233969 -0.936558 0.096 -0.344 -0.181
C 2.549451 -2.613319 -0.777469 0.122 -0.192 0.112
C 0.494221 2.832041 -2.550197 0.112 0.387 -0.121
C -2.749536 -0.764046 2.554774 0.007 -0.123 0.202
C -4.031552 -1.109881 2.960130 0.091 -0.014 -0.004
C 7.377748 -0.015182 -0.110926 -0.018 0.065 0.000
C -4.249035 -1.575365 4.248094 -0.085 0.043 -0.036
C -0.625764 -5.546718 -2.421040 -0.022 -0.113 -0.136
C 2.697469 -1.046759 2.147923 -0.759 -0.167 -0.024
C 1.415679 4.030810 0.799088 0.082 -0.180 -0.094
C -0.805379 -5.972651 -0.048432 0.049 -0.068 -0.017
C -3.179542 -1.685645 5.122114 0.008 -0.106 0.092
C 2.608203 -1.534623 -3.334759 0.021 0.057 0.000
C 0.796222 0.182730 4.636164 0.134 1.073 -0.650
C -0.801974 -4.613432 0.196797 0.023 0.115 0.101
C -1.831702 3.546947 -2.164672 -0.025 0.027 0.041
C 1.325207 1.782752 6.357748 -0.018 0.036 0.080
C 6.704298 -1.198192 0.166088 0.022 0.012 0.042
C -0.717563 -6.440717 -1.356520 0.009 0.083 0.078
C 5.306853 1.188706 0.063856 0.092 -0.079 0.142
C 2.618717 -2.913610 -3.165194 -0.039 -0.036 -0.088
C 2.571220 -0.704951 -2.226810 0.090 0.050 0.102
C 1.233121 -0.842539 5.459973 0.140 -0.150 0.128
C 1.382054 -1.710073 2.578242 0.211 0.316 -0.124
C -0.597584 -4.189712 -2.182642 -0.007 0.283 -0.090
C 1.706069 -0.555016 6.732099 -0.012 0.077 0.067
C -1.661714 -0.894380 3.417372 -0.145 0.205 -0.151
C -2.824852 2.957075 0.902066 -0.043 0.132 -0.005
C 2.554120 3.902681 -0.227973 -0.022 0.032 0.117
C -2.022068 5.336353 0.871712 0.112 0.038 -0.068
C -1.273683 3.711562 2.629551 0.083 0.193 0.045
H -2.148706 3.986786 3.222587 0.002 -0.005 -0.044
H 3.486002 4.156808 0.282653 -0.017 0.000 0.002
H 1.207430 -1.872695 5.142981 -0.037 -0.005 0.143
H 2.631332 0.369585 -2.350057 -0.110 0.105 -0.120
H 2.258508 5.890298 1.447971 -0.017 -0.051 -0.020
H -0.674127 5.919585 -1.411543 0.049 0.003 -0.092
H 1.033305 -2.409338 1.836011 -0.166 -0.168 -0.210
H 0.937589 6.112741 0.303243 0.064 0.024 0.112
H -5.910156 -0.659061 -1.291281 0.014 0.015 0.049
H 4.828747 -2.131487 0.576237 0.071 0.026 -0.061
H -2.427394 5.475028 -0.129602 -0.005 -0.007 0.068
H 2.639422 2.884743 -0.600076 0.063 -0.089 -0.035
H 2.649206 -1.105463 -4.327979 0.007 -0.019 0.016
H -2.606061 -0.400475 1.554423 -0.003 0.163 -0.328
H -3.217402 3.017410 -0.109896 0.029 -0.029 0.088
H 1.002458 5.493647 -1.767960 -0.068 0.017 -0.065
H 1.559442 3.022953 -2.435340 -0.036 -0.012 -0.018
H 2.453835 4.586673 -1.065536 0.033 -0.081 -0.013
H -0.528250 -3.478590 -2.997829 0.114 -0.063 0.014
H 3.035401 -0.386748 2.945121 0.177 0.207 -0.022
H -0.203598 5.442718 -3.040757 -0.027 -0.050 0.028
H 2.736271 2.657068 1.867089 0.143 -0.103 -0.062
H 7.191660 2.107462 -0.387246 0.007 -0.029 -0.016
H 1.537807 -2.279209 3.485318 -0.102 -0.021 0.005
H -4.741823 -1.819706 -2.933022 0.018 -0.037 -0.029
H 2.571347 -3.061869 0.210949 -0.076 0.038 0.009
H 4.750904 2.111387 0.016157 0.026 0.174 -0.015
H 0.292756 1.799957 -2.301559 -0.051 -0.311 -0.022
H -0.566950 -5.914349 -3.437692 -0.026 -0.011 0.052
H -1.085516 -1.421704 5.417562 -0.029 -0.030 0.109
H 2.057497 3.913602 2.882522 -0.042 -0.025 -0.037
H -3.625129 3.241043 1.592652 0.089 0.040 -0.002
H -3.055701 -1.513238 -3.139782 0.032 0.031 0.001
H -0.727614 -7.508116 -1.544180 0.015 0.072 -0.014
H 0.488746 2.298404 4.464623 -0.040 0.131 -0.058
H 2.643766 -3.566427 -4.031216 0.052 0.047 0.080
H -3.343690 -2.032169 6.135647 0.035 0.012 -0.056
H 8.445466 -0.026751 -0.286929 -0.024 -0.014 0.004
H -1.194622 6.031611 1.003437 -0.142 -0.003 0.000
H 0.243617 2.974245 -3.604126 0.004 0.063 0.047
H 0.597093 5.695989 1.987817 0.079 0.007 -0.020
H 2.644375 -4.524849 -1.747705 -0.003 0.078 -0.004
H -4.858348 -1.010526 2.267527 0.009 0.000 0.018
H -2.539051 4.208527 -1.667531 0.032 -0.017 -0.065
H -0.447523 4.343013 2.953553 -0.041 -0.092 0.041
H 1.367527 2.809302 6.700509 -0.031 -0.034 -0.024
H -0.862014 -6.670442 0.776325 -0.075 0.015 -0.030
H 2.139525 0.977293 8.172833 -0.005 -0.014 -0.059
H 3.479867 -1.781069 1.992411 0.010 -0.086 0.024
H -2.547431 1.927012 1.103804 -0.095 -0.089 0.029
H -5.075900 0.493919 -0.325561 0.048 -0.067 0.082
H -2.804490 5.617528 1.581076 0.024 -0.052 -0.015
H -0.890255 -4.227645 1.204199 0.027 -0.049 0.018
H -1.044193 2.672499 2.855005 0.024 -0.141 0.063
H -1.884268 3.764408 -3.234264 0.060 0.014 0.028
H 1.076726 2.539713 2.390537 -0.089 -0.157 0.103
H 2.033040 -1.361639 7.375718 -0.005 -0.001 -0.039
H 7.247999 -2.133241 0.212103 -0.020 0.008 -0.034
H -5.249340 -1.834759 4.573932 0.062 0.006 -0.012
H -2.142626 2.513400 -2.021479 -0.001 0.188 -0.052
```
Positions in Å, forces in eV/Å.